(1)
DFT (ωB97M-V/def2-TZVPD) results for a molecular structure, C7H14N2.

Geometry (Å):
C (0.058, 1.187, 1.975)
C (-0.932, 0.439, 1.519)
C (1.034, 1.644, 0.932)
C (-0.900, 0.128, 0.081)
C (-0.481, -1.433, -1.819)
C (0.406, -1.979, 0.465)
C (-0.726, -1.319, -0.319)
N (0.710, 1.024, -0.340)
N (0.427, 1.879, -1.392)
H (0.185, 1.499, 2.999)
H (-1.726, 0.047, 2.140)
H (1.005, 2.748, 0.867)
H (2.058, 1.356, 1.210)
H (-1.636, 0.651, -0.525)
H (-0.362, -2.474, -2.108)
H (0.423, -0.887, -2.073)
H (-1.309, -1.007, -2.381)
H (0.201, -1.953, 1.532)
H (1.334, -1.447, 0.275)
H (0.522, -3.016, 0.159)
H (-1.667, -1.834, -0.072)
H (1.224, 1.923, -2.019)
H (0.154, 2.823, -1.105)

- orbital gap (Eh) = 0.343
- ΔE to the lowest compared entry with this formula, charge and spin (kcal/mol) = 58.8
- HOMO energy (eV) = -8.21
- energy (eV) = -10463.81726

(2)
DFT (ωB97M-V/def2-TZVPD) results for 2 unconnected molecules or ions with the total composition C7H14N2.

Geometry (Å):
C (1.422, 2.679, -2.394)
C (1.376, 2.002, -1.076)
C (2.479, 1.714, -0.330)
N (1.908, 1.035, 0.802)
C (0.471, 0.935, 0.639)
N (0.220, 1.460, -0.521)
H (1.248, 2.061, -3.284)
H (2.310, 3.236, -2.549)
H (0.552, 3.420, -2.386)
H (3.576, 1.660, -0.459)
H (2.460, 0.798, 1.584)
H (-0.103, 0.374, 1.370)
C (-0.268, -2.089, 0.675)
C (-1.776, -1.745, 0.189)
C (-2.834, -1.943, 1.359)
H (0.019, -3.052, 0.872)
H (-0.275, -1.355, 1.694)
H (0.301, -1.830, -0.211)
H (-1.738, -0.755, -0.315)
H (-2.176, -2.396, -0.497)
H (-3.239, -0.981, 1.509)
H (-3.564, -2.720, 1.102)
H (-2.368, -2.511, 2.227)

- orbital gap (Eh) = 0.351
- ΔE to the lowest compared entry with this formula, charge and spin (kcal/mol) = 53.0
- SMILES string = Cc1c[nH]cn1.CCC
- HOMO energy (eV) = -8.58
- energy (eV) = -10464.06936

(3)
DFT (ωB97M-V/def2-TZVPD) results for 2 unconnected molecules or ions with the total composition C7H14N2.

Geometry (Å):
C (-1.600, -2.684, 0.387)
C (-0.645, -3.338, 1.370)
H (-2.336, -3.402, 0.036)
H (-2.193, -1.888, 0.843)
H (-1.098, -2.191, -0.453)
H (0.160, -2.679, 1.731)
H (-1.193, -3.713, 2.232)
H (-0.048, -4.125, 0.914)
C (0.353, 2.515, -1.507)
C (-0.933, 1.849, -2.085)
C (0.799, 1.824, -0.288)
C (1.872, 0.847, -0.162)
C (0.973, 1.355, 1.761)
N (0.305, 2.082, 0.931)
N (1.941, 0.579, 1.129)
H (1.142, 2.600, -2.246)
H (0.086, 3.533, -1.206)
H (-1.031, 2.173, -3.121)
H (2.499, 0.553, -1.003)
H (0.870, 1.315, 2.832)
H (2.656, -0.025, 1.516)
H (-1.780, 2.054, -1.442)
H (-0.800, 0.767, -2.169)

- spin multiplicity = 2
- orbital gap (alpha / beta) (Eh) = 0.390 / 0.245
- ΔE to the lowest compared entry with this formula, charge and spin (kcal/mol) = 2.8
- HOMO energy (alpha / beta) (eV) = -14.37 / -14.37
- net charge = +1
- energy (eV) = -10457.96304

(4)
DFT (ωB97M-V/def2-TZVPD) results for 2 unconnected molecules or ions with the total composition C7H14N2.

Geometry (Å):
C (-2.680, -1.904, -2.600)
C (-1.873, -1.974, -0.106)
C (-1.746, -2.177, -1.510)
C (-0.267, -3.360, -0.539)
N (-0.946, -2.693, 0.496)
N (-0.725, -3.058, -1.710)
H (-2.464, -1.348, 0.539)
H (-0.701, -2.506, 1.460)
H (-3.721, -1.884, -2.286)
H (-2.452, -2.583, -3.415)
H (0.323, -4.241, -0.346)
H (-2.464, -0.940, -3.088)
C (1.410, 2.141, 1.005)
C (1.087, 3.577, 0.683)
C (2.708, 2.004, 1.857)
H (0.664, 1.592, 1.564)
H (1.583, 1.528, 0.118)
H (1.889, 3.963, 0.058)
H (2.705, 1.140, 2.522)
H (3.571, 1.912, 1.211)
H (1.098, 4.221, 1.558)
H (0.173, 3.666, 0.096)
H (2.829, 2.925, 2.432)

- spin multiplicity = 2
- orbital gap (alpha / beta) (Eh) = 0.354 / 0.210
- ΔE to the lowest compared entry with this formula, charge and spin (kcal/mol) = 12.8
- HOMO energy (alpha / beta) (eV) = -13.65 / -13.65
- net charge = +1
- energy (eV) = -10457.52776

(5)
DFT (ωB97M-V/def2-TZVPD) results for a gas-phase ion, C7H14N2 (charge +2).

Geometry (Å):
C (-0.365, -0.202, 1.838)
C (-0.703, 0.463, 0.566)
C (-0.384, 1.897, 0.556)
C (-2.124, 0.149, 0.227)
N (0.229, -0.149, -0.440)
C (1.082, 0.410, -1.202)
C (1.933, -0.615, -1.780)
N (1.516, -1.856, -1.171)
C (0.450, -1.638, -0.494)
H (-0.814, 0.276, 2.798)
H (-0.696, -1.290, 1.627)
H (0.708, -0.074, 2.051)
H (-0.660, 2.477, -0.378)
H (0.600, 2.060, 0.705)
H (-0.953, 2.358, 1.330)
H (-2.479, -0.921, 0.167)
H (-2.763, 0.477, 1.099)
H (-2.518, 0.743, -0.508)
H (1.168, 1.571, -1.366)
H (1.771, -0.626, -3.019)
H (3.049, -0.418, -1.600)
H (2.017, -2.736, -1.246)
H (-0.066, -2.355, 0.241)

- orbital gap (Eh) = 0.345
- ΔE to the lowest compared entry with this formula, charge and spin (kcal/mol) = 44.5
- SMILES string = CC(C)(C)[N+]1=CC[NH+]=C1
- HOMO energy (eV) = -19.84
- net charge = +2
- energy (eV) = -10446.12128